# C62H52I2N3NaO3P2S2Se2

C62H52I2N3NaO3P2S2Se2 as an isolated structure at a distorted geometry (ωB97M-V/def2-TZVPD, the OMol25 dataset).

Summary:
- lowest unoccupied orbital energy (eV) = 3.52
- net charge = -2
- relative energy (zero: lowest compared OMol25 entry of this formula, charge and spin) (kcal/mol) = 0.0
- multiplicity = 1

```
129
Properties=species:S:1:pos:R:3:forces:R:3
I -5.598912 2.246922 -1.158512 0.0 0.0 0.0
I -2.101962 -1.287692 -3.729775 -0.1 0.0 0.1
Se -2.354751 2.350821 0.148901 -0.1 0.1 0.1
Se -1.984801 -6.218086 3.961133 -0.1 -0.1 -0.2
S 0.874722 -0.916584 -2.237099 0.0 -1.0 -1.0
S 1.835905 2.185043 -1.631955 -0.2 1.1 -0.4
P -1.984940 -0.743085 2.583723 -0.2 -0.5 0.2
P -1.136379 -4.445195 4.744636 -0.1 -0.1 0.1
Na -0.182634 0.378256 0.374310 -1.6 0.7 0.9
O 1.545098 0.556965 1.752203 0.4 0.1 0.2
O 3.298591 2.027087 -1.497479 0.4 -0.2 0.1
O 1.107214 -0.536052 -0.794866 1.2 -0.8 -0.5
N 1.043553 -2.981579 2.038032 0.0 -0.1 -0.1
N 0.208889 -1.966764 1.916436 -0.1 0.3 0.3
N 0.625734 -3.789776 2.975533 0.1 -0.2 0.2
C 0.248572 -4.923703 5.867556 0.0 0.1 -0.1
C 5.116417 -1.379457 -2.408023 -0.1 -0.1 0.1
C 4.878897 1.329892 -4.960605 0.1 0.0 0.0
C 1.556469 0.776384 -5.490655 -0.3 0.1 0.0
C 0.118538 -4.856107 7.253195 0.0 0.0 -0.1
C 0.962221 -4.944106 -1.663292 0.0 0.0 -0.1
C 1.606878 3.987101 -1.702101 -0.1 -0.1 0.2
C 0.499859 0.217051 -8.033357 0.0 0.0 0.0
C 2.444341 -5.886100 6.161663 0.0 0.0 -0.1
C 7.184296 0.678543 -4.723069 0.1 0.0 0.0
C -3.553738 -1.616788 2.218112 0.0 0.2 0.0
C 6.839125 -0.251144 -3.781405 0.1 0.0 0.0
C -3.923884 -2.836214 2.777377 0.0 0.1 -0.1
C 0.735873 -6.913694 -3.225921 0.1 0.1 0.0
C 3.135088 0.180224 -3.604860 -0.1 -0.4 0.2
C 2.451992 4.761221 -2.479161 0.1 -0.1 0.0
C 2.038945 1.026303 -4.170726 0.0 0.2 0.3
C -1.245531 0.511181 4.929642 0.0 0.0 -0.1
C 5.492159 -0.434766 -3.392029 -0.1 0.2 -0.2
C -2.321740 -0.081639 4.263518 0.0 0.1 0.0
C 1.665816 -0.434288 -7.585164 0.1 -0.1 0.0
C 1.412199 -5.480984 5.330776 0.0 0.1 0.0
C -2.722843 1.381672 6.610403 -0.1 0.0 0.1
C 0.907807 -5.439735 -2.961606 0.0 0.0 0.0
C -0.304745 2.299935 -5.066654 0.0 0.0 0.1
C -2.289240 -3.622827 5.895906 0.1 0.0 -0.1
C 2.178782 -0.165701 -6.346706 0.0 0.0 -0.1
C 1.330600 6.754258 -1.699862 -0.1 0.0 0.1
C -3.910687 -2.659658 7.932427 0.0 0.0 0.0
C -1.442571 1.231933 6.095114 0.1 -0.1 0.1
C -0.790750 -2.087057 2.825939 0.1 -0.4 0.1
C -5.172004 -3.376726 2.515937 0.0 0.0 0.0
C 2.790748 -0.775205 -2.670474 -0.1 0.6 -0.2
C -6.062747 -2.701882 1.690016 0.0 0.0 0.0
C 1.007058 -2.695021 -2.486960 -0.1 0.0 -0.2
C -1.830621 -2.605065 6.728154 -0.2 0.1 -0.1
C 2.310442 6.139756 -2.475097 0.0 -0.1 0.0
C 2.326760 -5.768348 7.539099 0.0 0.0 0.0
C -0.511448 -3.289291 3.518368 0.3 0.2 -0.1
C -1.128761 -1.268997 -1.821122 0.1 0.0 0.2
C 0.182476 2.551811 -3.820991 -0.2 0.1 0.0
C 1.161985 8.251436 -1.693028 0.0 -0.1 0.0
C 0.371626 1.417713 -5.937409 0.2 -0.1 0.0
C 1.013230 -3.577708 -1.422572 0.0 0.2 0.2
C -2.633494 -2.146016 7.758838 0.1 0.2 0.0
C -3.797890 0.797727 5.959337 0.0 0.0 0.0
C 6.190708 1.478076 -5.320583 -0.1 0.1 0.0
C 1.367325 1.929905 -3.376958 0.2 -0.3 -0.1
C 0.962003 -4.538418 -4.022747 0.0 0.0 0.1
C -5.694546 -1.498257 1.106031 -0.1 0.0 0.0
C 3.807117 -1.537507 -2.059069 0.2 -0.1 0.0
C 4.490026 0.365735 -4.000088 0.1 -0.1 0.1
C -3.425959 2.134858 -1.435621 0.4 0.0 0.0
C 0.632616 4.578712 -0.914660 0.0 -0.1 0.1
C -0.130349 1.120082 -7.225340 0.0 0.0 -0.1
C -3.601108 0.071988 4.792559 0.1 0.0 -0.1
C -4.441558 -0.961352 1.365701 0.1 0.1 0.0
C 0.494892 5.958804 -0.921172 0.1 0.0 -0.1
C 1.155182 -5.267273 8.079890 0.0 0.0 0.1
C -4.390098 -3.630923 7.067799 0.0 0.0 0.0
C -3.572890 -4.124376 6.061422 0.0 0.0 0.0
C 1.010760 -3.173115 -3.791026 0.1 0.0 0.0
H 1.038402 -3.196963 -0.405917 0.0 0.0 0.0
H -2.881463 1.949522 7.520211 0.0 0.0 0.0
H 3.066537 -0.677578 -6.000229 0.0 0.0 0.0
H -1.041069 1.607387 -7.554984 0.0 0.0 0.0
H 3.141150 -6.071655 8.186371 0.0 0.0 0.0
H 0.951101 -4.909058 -5.042805 0.0 0.0 0.0
H -3.219183 2.927241 -2.146070 -0.2 0.0 -0.1
H 1.040851 -5.192570 9.155059 0.0 0.0 0.0
H -0.837296 -2.200268 6.582444 0.0 0.0 0.0
H 1.277945 -0.358565 1.971595 0.0 0.0 0.0
H -2.256647 -1.389710 8.432986 0.0 0.1 0.0
H 4.115017 1.946769 -5.418489 0.0 0.0 0.0
H -1.371877 -2.206768 -1.323890 -0.1 0.0 0.0
H 8.221147 0.808443 -5.010722 0.0 0.0 0.0
H -0.230852 -7.096992 -3.700519 0.0 -0.1 0.0
H 0.942600 -5.630252 -0.823841 0.0 0.0 0.0
H -5.448343 -4.327070 2.957625 0.0 0.0 0.0
H -0.279481 6.418167 -0.316845 0.0 0.0 0.0
H -4.141897 -0.016923 0.919707 0.0 0.0 0.0
H 3.345919 -6.299036 5.726225 0.0 0.0 0.0
H -0.790385 -4.481125 7.700245 0.1 0.0 0.0
H -4.800497 0.914793 6.353440 0.0 0.0 0.0
H -1.565816 -0.436735 -1.266342 -0.2 0.1 -0.2
H -0.031114 3.962550 -0.317545 -0.1 0.0 0.0
H 2.148755 -1.165907 -8.221732 0.0 0.0 0.0
H -0.596787 1.684919 6.599778 0.0 0.0 0.0
H 3.526841 -2.249071 -1.288472 0.0 0.0 0.0
H 0.770530 -7.486853 -2.299691 0.0 0.0 0.0
H -7.043546 -3.120085 1.494957 0.0 0.0 0.0
H 1.038417 -2.474089 -4.619370 0.0 0.0 0.0
H 1.909552 8.737418 -2.320034 0.0 0.0 0.0
H 7.602467 -0.860644 -3.309138 0.0 0.0 0.0
H 1.503398 -5.561224 4.260675 0.0 0.0 -0.1
H 0.101781 -0.015360 -9.013700 0.0 0.0 0.0
H 1.510667 -7.293062 -3.896260 0.0 0.0 0.0
H -0.350340 3.218740 -3.153155 0.0 0.0 0.0
H -0.252010 0.426977 4.500335 0.0 0.0 0.0
H -1.236893 2.745511 -5.393319 0.0 0.0 0.0
H 1.250965 8.645557 -0.679170 0.0 0.0 0.0
H 6.472257 2.216306 -6.062440 0.0 0.0 0.0
H 2.967306 6.746285 -3.089417 0.0 0.0 0.0
H -4.451971 -0.355783 4.278515 0.0 0.0 0.0
H -4.531560 -2.299676 8.744421 0.0 0.0 0.0
H 3.218798 4.276519 -3.073459 0.0 0.0 0.0
H -3.288879 1.160999 -1.893571 -0.1 0.0 -0.1
H -3.234859 -3.371619 3.411252 0.0 -0.1 0.0
H -6.380056 -0.973207 0.452174 0.0 0.0 0.0
H -3.915281 -4.916096 5.406405 0.0 0.0 0.0
H 5.892781 -1.968545 -1.929608 0.0 0.0 0.0
H 0.172070 8.523088 -2.065197 0.0 0.1 0.0
H 2.082171 0.427166 0.956136 0.1 0.0 0.1
H -5.389939 -4.028010 7.193486 0.0 0.0 0.0
```
Positions in Å, forces in eV/Å.

---

# C62H59As2N4OP2STc

C62H59As2N4OP2STc as an isolated structure at a distorted geometry (ωB97M-V/def2-TZVPD, the OMol25 dataset).

Summary:
- lowest unoccupied orbital energy (alpha / beta) (eV) = -9.98 / -9.98
- net charge = +3
- ⟨S²⟩ = 0.758
- multiplicity = 2

```
132
Properties=species:S:1:pos:R:3:forces:R:3
Tc -0.503129 0.946312 -0.573161 -0.5 0.3 -0.5
As -1.171591 1.220532 -3.253721 0.4 0.7 0.1
As 0.901759 2.944880 -1.255623 0.1 0.0 0.0
S -2.326805 2.557751 -0.468787 0.1 -0.5 0.0
P -0.750723 0.896173 2.016178 0.3 0.8 0.2
P 1.642549 -0.578159 -1.000642 0.2 -0.3 -0.3
O 1.801704 -0.239521 1.845797 0.2 0.0 0.1
N -1.351120 -2.049291 -2.429337 -0.4 0.2 -0.4
N -2.218250 -0.385482 -0.168748 -0.1 -0.6 -0.1
N -4.703881 2.103636 0.518490 0.0 -0.3 0.0
N -3.286376 0.277420 0.514361 -0.9 -0.4 -0.1
C -4.721067 -2.418779 -1.198930 0.1 0.5 -0.2
C -0.406671 3.590847 2.265954 -0.1 0.0 0.1
C 3.288416 0.434292 -4.652064 0.0 0.0 -0.1
C -1.391006 -4.922582 -1.949731 -0.2 0.0 0.2
C 2.771329 0.003826 -2.327216 -0.1 0.0 0.0
C -4.342321 -1.726012 3.589800 -0.1 -0.1 0.1
C 0.817149 -2.177419 -1.527070 0.0 0.1 -0.2
C -5.938014 -3.068141 -0.966157 0.2 -0.1 0.5
C 4.972679 0.294248 3.806453 -0.1 -0.1 0.0
C 2.085995 3.847488 -3.739303 0.1 -0.1 0.1
C -0.118720 -1.932116 -2.667559 0.0 0.1 0.1
C 0.050930 4.697552 -1.113243 -0.1 0.0 0.1
C -1.532720 -2.543926 -1.075731 0.5 -0.5 0.5
C 1.582941 -3.519969 -1.760230 -0.2 0.0 -0.1
C -4.435704 -1.270224 2.162725 0.1 0.3 0.2
C 1.379518 -4.259121 -0.461656 0.1 0.0 0.0
C 0.215335 2.359768 -4.009957 0.0 -0.1 -0.1
C 2.876937 -0.986027 1.478841 0.2 -0.3 -0.2
C 3.863659 -1.383297 2.373655 -0.1 0.1 0.1
C -3.521828 1.588934 0.190415 0.4 0.7 -0.1
C 1.630799 0.067522 3.159545 -0.3 0.1 0.2
C 3.960385 -2.071046 -0.348780 0.1 0.1 0.0
C -2.112737 -0.210672 2.595311 -0.1 -0.2 0.0
C 4.542585 0.906298 -4.301036 0.0 0.0 0.0
C 4.301129 -1.918380 4.798053 -0.1 0.0 -0.1
C -1.965862 -3.992521 -1.179722 -0.1 0.2 0.0
C -1.754446 5.132179 3.520421 0.0 0.1 0.0
C 0.265403 2.567976 -5.386506 0.0 0.0 0.1
C -6.237829 -3.602738 0.302856 -0.4 -0.2 -0.2
C -0.623537 4.866263 2.757785 0.0 0.0 0.0
C -3.872143 -2.150596 -0.160295 -0.5 -0.1 0.2
C 4.874554 -2.192733 1.870672 -0.1 0.0 0.0
C -0.134392 -2.475860 -0.344381 -0.2 -0.1 0.0
C -3.193553 -1.633692 4.257790 -0.1 0.0 0.0
C -2.656297 4.118423 3.795562 -0.1 0.0 0.0
C 4.920246 -2.540266 0.529216 0.1 -0.1 -0.1
C -4.197534 -2.529305 1.232692 -0.2 -0.6 -0.7
C 4.030253 0.509809 -1.983147 -0.1 0.0 0.0
C -1.313604 2.566025 2.532478 -0.1 -0.1 0.1
C 2.143415 4.037465 -5.110717 0.1 0.0 0.0
C -2.532495 -1.608897 -0.437082 0.4 0.6 0.3
C -2.019391 -0.978875 3.690213 0.1 0.1 -0.2
C 2.901027 -1.301344 0.126846 -0.1 0.4 0.1
C 1.125677 3.006442 -3.185029 0.1 0.1 0.1
C -2.433454 2.834275 3.311172 0.0 0.0 -0.1
C -1.566336 0.028410 -4.762563 0.2 -0.1 0.2
C 0.937497 -4.331371 -2.879176 0.1 -0.1 0.1
C -3.473479 -0.095828 1.929133 0.4 0.0 0.0
C 3.909781 -0.829064 3.791509 0.1 0.1 0.0
C -2.671651 2.429274 -3.612657 -0.1 -0.1 0.0
C -0.279470 -4.889730 -2.910584 0.1 0.1 -0.2
C 4.904979 0.956259 -2.961295 0.0 0.1 0.0
C 2.243073 0.194545 5.438066 0.0 0.0 0.0
C 2.569702 -0.203962 4.147079 0.0 -0.1 -0.2
C 0.132745 1.099309 4.716412 0.1 0.0 0.0
C 2.659734 3.395191 -0.537551 -0.1 -0.1 0.1
C 1.050110 0.844735 5.720661 -0.1 0.1 0.1
C 1.223133 3.406701 -5.936039 0.0 0.0 0.0
C 2.407861 0.001990 -3.673272 0.0 -0.1 0.1
C -5.395684 -3.391830 1.342732 0.4 0.2 0.2
C 0.414572 0.685621 3.417997 0.2 -0.2 -0.4
C 0.399127 -3.741935 0.260017 0.0 0.1 0.0
H -5.443229 -0.911982 1.941708 0.0 0.0 -0.1
H 0.007047 -4.144875 1.184792 0.1 -0.1 0.0
H -7.130595 -4.198954 0.439295 0.0 0.0 0.0
H 4.701406 1.091456 3.111503 0.0 0.0 0.0
H 4.341611 0.542754 -0.948251 0.0 0.0 0.0
H -5.204978 -2.212586 4.028181 0.0 0.1 0.1
H 4.267510 -1.538944 5.816986 0.0 0.0 0.0
H -2.235187 0.555108 -5.439724 0.1 0.0 0.0
H -0.862111 4.726208 -1.706386 0.0 0.0 0.0
H -0.188638 4.950012 -0.082798 0.0 0.0 0.0
H -1.855307 -5.904574 -1.909001 0.0 0.0 0.0
H 3.630009 -2.775008 4.726278 0.0 0.0 0.0
H 5.657305 -2.543193 2.529643 0.0 0.0 0.0
H 5.236869 1.228925 -5.065407 0.0 0.0 0.0
H -0.792429 1.610819 4.943595 0.0 0.0 0.0
H 0.094114 5.653310 2.563477 0.0 0.0 0.0
H 2.934181 0.006053 6.248316 0.0 0.0 0.0
H -1.086119 -1.066719 4.229494 0.0 0.0 0.0
H 2.628661 -3.374700 -2.010659 -0.1 0.0 0.0
H -0.489548 -5.497428 -3.786309 0.0 0.0 0.0
H -3.523845 4.313957 4.412410 0.0 0.0 0.0
H 5.943706 -0.103769 3.510452 0.0 0.0 0.0
H -2.789157 -4.309682 -0.548234 0.0 -0.1 0.0
H -0.150830 -1.678789 0.404319 0.0 0.0 -0.1
H 1.429567 -0.342670 -3.977649 0.1 0.1 0.0
H -5.603364 -3.825800 2.314077 -0.1 0.1 0.0
H -1.922740 6.124986 3.915617 0.0 0.0 0.0
H 2.731081 3.054664 0.495305 0.0 0.0 0.0
H 5.059938 0.723125 4.805552 0.0 0.0 0.0
H 1.578316 -4.520261 -3.733924 -0.1 0.0 0.0
H 2.796043 4.353922 -3.095839 0.0 0.0 -0.1
H 5.732767 -3.151119 0.159386 0.0 0.0 0.0
H -0.656546 -0.236028 -5.300005 0.0 0.0 0.0
H -3.967701 0.761937 2.394541 -0.1 0.0 0.0
H -4.442227 -2.127198 -2.205037 0.0 0.0 0.0
H 4.074615 -2.266243 -1.405240 0.0 0.0 0.0
H 0.744654 5.435662 -1.513137 0.0 0.0 0.0
H -3.619547 1.925026 -3.418368 0.0 0.0 0.0
H -3.114730 -2.018861 5.266383 0.0 0.0 0.0
H -4.870740 3.084425 0.353329 0.0 0.0 0.1
H -2.623292 2.690738 -4.669384 0.0 -0.1 0.0
H -2.047543 -0.876193 -4.409948 -0.1 -0.1 0.1
H -5.482025 1.532015 0.805095 0.0 0.0 -0.1
H 0.490906 3.366533 1.699866 0.0 0.0 0.0
H -0.454318 2.084807 -6.036208 0.0 0.0 0.0
H 3.439738 2.916620 -1.120958 0.0 -0.1 -0.1
H 2.795573 4.474982 -0.562909 0.0 0.0 0.0
H -3.122942 2.043490 3.582720 0.0 0.1 0.1
H 2.989320 0.400160 -5.691737 0.0 0.0 0.0
H -2.625017 3.344431 -3.033883 0.1 0.0 0.1
H 5.877026 1.337697 -2.676679 0.0 0.0 0.0
H 1.244104 3.572824 -7.004959 0.0 0.0 0.0
H -3.329577 -3.051435 1.659366 0.1 0.1 0.0
H 5.320433 -2.256250 4.619830 0.0 0.0 0.0
H 0.835995 1.160768 6.732693 0.0 0.0 0.0
H 1.928394 -5.165886 -0.245737 0.0 0.0 0.1
H 0.215986 -1.712579 -3.675043 0.0 0.0 0.0
H 2.898090 4.686222 -5.535603 0.0 0.0 0.0
H -6.635552 -3.209575 -1.783381 0.0 0.0 0.0
```
Positions in Å, forces in eV/Å.